{
  "formula": "CH4N2O2",
  "method": "ωB97M-V with the def2-TZVPD basis set",
  "total_charge": 0,
  "smiles": "NC[N+](=O)[O-]",
  "multiplicity": 1,
  "homo_lumo_gap_ev": 10.0,
  "total_energy_ha": -300.35024,
  "homo_energy_ev": -10.44,
  "elements": ["H", "H", "C", "N", "O", "H", "N", "H", "O"],
  "positions_angstrom": [[-0.96513, -0.97681, -0.50928], [-1.07526, -0.53454, 1.62187], [-0.45246, 0.06992, -0.39760], [-0.58553, 0.29916, 1.30540], [1.05308, 0.25268, -2.05806], [-1.06639, 0.88428, -0.70341], [0.92002, 0.06915, -0.85759], [0.34697, 0.24275, 1.70254], [1.82469, -0.30658, -0.10388]],
  "forces_ev_per_a": [[1.37, 2.08, -0.49], [0.15, 0.07, -0.03], [-2.36, -1.75, 5.85], [0.23, -0.41, -3.40], [-0.02, 0.38, 0.67], [0.14, 0.38, -1.04], [1.61, -1.56, -0.64], [0.16, -0.10, -0.24], [-1.28, 0.91, -0.68]],
  "mulliken_charge": [0.25, 0.24, -0.22, -0.61, -0.50, 0.28, 0.80, 0.28, -0.50]
}

=====

{
  "formula": "CH4N2O2",
  "method": "ωB97M-V with the def2-TZVPD basis set",
  "total_charge": 0,
  "smiles": "O/N=C/NO",
  "multiplicity": 1,
  "homo_lumo_gap_ev": 9.6,
  "total_energy_ha": -300.34716,
  "homo_energy_ev": -8.86,
  "elements": ["H", "O", "O", "N", "N", "H", "C", "H", "H"],
  "positions_angstrom": [[0.42903, -2.24671, -1.19278], [0.83224, -2.11801, -0.31276], [0.11015, 1.54905, 1.35188], [-0.53880, 1.13217, 0.16552], [0.76344, -0.78712, 0.20691], [-0.23502, 0.73974, 1.92489], [-0.08118, -0.01945, -0.40078], [-0.66104, 2.00405, -0.41476], [-0.61882, -0.25371, -1.32813]],
  "forces_ev_per_a": [[-0.04, 0.71, 0.30], [0.39, 0.33, 0.24], [-1.52, -3.20, 1.35], [-0.17, 2.73, -0.70], [-1.42, -0.19, -1.11], [1.50, 2.60, -0.90], [0.81, -1.11, 0.04], [0.22, -1.69, 0.62], [0.23, -0.18, 0.16]],
  "mulliken_charge": [0.31, -0.38, -0.41, -0.17, -0.30, 0.35, 0.07, 0.27, 0.25]
}

=====

{
  "formula": "CH4N2O2S",
  "method": "ωB97M-V with the def2-TZVPD basis set",
  "total_charge": 0,
  "multiplicity": 1,
  "homo_lumo_gap_ev": 9.2,
  "total_energy_ha": -698.53615,
  "homo_energy_ev": -9.99,
  "elements": ["C", "O", "H", "N", "H", "O", "H", "H", "N", "S"],
  "positions_angstrom": [[-0.05537, -0.49092, 0.32495], [2.97685, 0.83813, -0.36964], [0.00403, 0.98929, 1.55171], [-0.54511, 0.19259, 1.24450], [-2.46624, 1.21122, -0.88876], [1.13982, -0.31493, -0.33101], [-2.21480, 0.92535, -0.20081], [0.07576, -2.17319, -1.22109], [1.96702, 0.71583, 0.21381], [-0.88195, -1.89337, -0.32366]],
  "forces_ev_per_a": [[0.08, 0.14, 0.35], [-1.67, -0.69, 0.42], [0.08, -0.12, -0.15], [-0.32, 0.03, 0.35], [0.37, -0.47, 1.14], [1.08, -0.11, -0.92], [-0.53, 0.58, -1.25], [-0.09, -0.02, 0.04], [1.07, 0.76, 0.08], [-0.06, -0.11, -0.07]],
  "mulliken_charge": [0.64, -0.29, 0.28, -0.59, 0.20, -0.20, -0.19, 0.16, 0.17, -0.17]
}

=====

{
  "formula": "CH4N2O2S",
  "method": "ωB97M-V with the def2-TZVPD basis set",
  "total_charge": 0,
  "smiles": "CN1NS1(=O)=O",
  "multiplicity": 1,
  "homo_lumo_gap_ev": 10.3,
  "total_energy_ha": -698.51803,
  "homo_energy_ev": -10.49,
  "elements": ["H", "N", "N", "O", "H", "C", "O", "S", "H", "H"],
  "positions_angstrom": [[-0.11021, -1.17511, 0.22405], [1.31363, 0.88147, 1.04907], [0.63846, 0.69265, -0.37979], [3.58190, 0.58332, -0.44487], [-1.21575, 0.01277, -0.23448], [-0.29511, -0.30278, -0.47970], [2.52799, -1.46016, 0.12775], [2.33378, -0.07611, 0.00608], [1.67544, 1.80810, 0.97245], [-0.27661, -0.74109, -1.44681]],
  "forces_ev_per_a": [[-0.10, 0.71, -0.60], [0.12, -2.95, -0.89], [5.97, 0.80, -0.15], [-2.88, 0.03, 0.71], [-3.49, 1.48, 0.62], [1.18, -4.42, 1.76], [-1.58, -2.05, 0.92], [0.38, 5.47, -1.31], [0.44, 0.96, 0.01], [-0.04, -0.04, -1.08]],
  "mulliken_charge": [0.28, -0.26, -0.18, -0.51, 0.35, -0.71, -0.41, 0.85, 0.30, 0.31]
}

=====

{
  "formula": "CH4N2O2S",
  "method": "ωB97M-V with the def2-TZVPD basis set",
  "total_charge": 0,
  "multiplicity": 3,
  "homo_lumo_gap_ev": [7.1, 10.3],
  "s_squared": 2.02,
  "total_energy_ha": -698.47487,
  "homo_energy_ev": [-6.87, -11.69],
  "elements": ["O", "C", "H", "S", "N", "H", "O", "N", "H", "H"],
  "positions_angstrom": [[1.68116, -0.76179, -0.90824], [-0.73494, -1.09203, -0.06519], [-1.50447, -0.90032, 0.79988], [0.83808, -0.19318, 0.06685], [0.14853, 1.65300, -0.04412], [0.79496, 2.57301, -0.15166], [1.39179, -0.02907, 1.37995], [-1.02969, 1.63917, -0.00296], [-1.10105, -0.71733, -0.95131], [-0.48437, -2.17147, -0.12320]],
  "forces_ev_per_a": [[0.84, -0.28, -1.91], [-0.25, -0.44, 3.59], [1.83, -0.12, -1.62], [-0.17, 0.67, 2.32], [7.48, 1.45, 0.40], [-1.50, -2.81, -0.35], [-0.48, -0.47, 0.04], [-6.68, 0.66, -0.34], [-1.14, 0.54, -2.09], [0.07, 0.80, -0.03]],
  "mulliken_charge": [-0.50, -0.88, 0.33, 0.96, 0.19, 0.27, -0.54, -0.57, 0.40, 0.34]
}

=====

{
  "formula": "CH4N2O3",
  "method": "ωB97M-V with the def2-TZVPD basis set",
  "total_charge": 0,
  "multiplicity": 1,
  "homo_lumo_gap_ev": [7.1, 8.4],
  "total_energy_ha": -375.51379,
  "homo_energy_ev": [-9.03, -9.97],
  "elements": ["N", "O", "O", "H", "H", "C", "H", "N", "H", "O"],
  "positions_angstrom": [[0.44792, 0.64174, -1.24712], [0.45568, -0.34812, 1.66749], [0.08635, 1.47706, 0.80047], [0.54014, -1.84201, -0.09180], [-1.58402, -0.52001, 1.15760], [-0.55513, -0.62126, 0.80624], [0.09107, 1.12373, -2.06536], [-0.43653, 0.86201, -0.18226], [1.35988, 1.00150, -0.97532], [-0.40534, -1.77463, 0.13005]],
  "forces_ev_per_a": [[0.18, 0.35, -0.14], [-1.46, -1.20, -2.00], [-1.40, 0.61, -1.96], [-0.16, -0.09, 0.14], [0.14, 0.37, -0.25], [1.07, -1.39, 2.67], [0.06, -0.15, -0.08], [1.64, 0.37, 1.86], [-0.04, 0.24, -0.13], [-0.03, 0.90, -0.09]],
  "mulliken_charge": [-0.50, -0.54, -0.34, 0.35, 0.29, 0.33, 0.26, 0.30, 0.25, -0.40]
}

=====

{
  "formula": "CH4N2O3",
  "method": "ωB97M-V with the def2-TZVPD basis set",
  "total_charge": 0,
  "smiles": "NN=C=O.OO",
  "multiplicity": 1,
  "homo_lumo_gap_ev": 8.9,
  "total_energy_ha": -375.48223,
  "homo_energy_ev": -8.84,
  "elements": ["H", "N", "H", "O", "C", "H", "O", "H", "O", "N"],
  "positions_angstrom": [[-2.05380, 2.18493, 0.64966], [0.62361, -0.54324, -0.60985], [0.97462, -1.71932, 0.84827], [-0.95051, 1.30187, -0.69791], [1.11625, 0.46777, -0.03637], [-0.01658, -2.63946, -0.10319], [-1.59393, 1.33754, 0.57427], [-0.51479, 0.43824, -1.25353], [1.77663, 1.03871, 0.74091], [0.63850, -1.86703, -0.11226]],
  "forces_ev_per_a": [[0.35, 0.14, -1.11], [-0.85, 1.74, -1.33], [-0.19, -0.97, -0.49], [0.75, 2.27, -2.93], [0.04, -4.85, 1.25], [-1.22, 1.44, -1.12], [0.35, -2.43, 0.61], [-2.22, 0.68, 3.39], [-0.48, 1.13, -0.97], [3.46, 0.85, 2.69]],
  "mulliken_charge": [0.33, -0.22, 0.21, -0.49, 0.66, 0.25, -0.30, 0.46, -0.36, -0.54]
}

=====

{
  "formula": "CH4N2O4",
  "method": "ωB97M-V with the def2-TZVPD basis set",
  "total_charge": 0,
  "multiplicity": 3,
  "homo_lumo_gap_ev": [7.3, 7.2],
  "s_squared": 2.01,
  "total_energy_ha": -450.61892,
  "homo_energy_ev": [-6.72, -10.02],
  "elements": ["H", "H", "N", "N", "O", "H", "O", "H", "O", "O", "C"],
  "positions_angstrom": [[-1.34795, 0.58744, 1.99157], [-1.11093, 1.01244, -1.19765], [0.61967, 0.48804, -1.41628], [0.15797, -0.56900, -0.96504], [-0.23580, 1.43072, -1.56659], [1.78288, -0.95470, -0.18364], [0.53279, 0.95125, 1.16305], [-0.28226, -0.86449, 1.80839], [-1.01622, -0.82181, -0.61239], [1.18130, -1.50154, -0.72023], [-0.28145, 0.24164, 1.69882]],
  "forces_ev_per_a": [[1.47, -0.06, -0.62], [1.12, 1.05, -0.69], [2.61, -0.98, -0.62], [-0.09, -0.87, 0.33], [-3.72, 0.29, 0.68], [0.19, -0.34, -0.18], [3.31, 2.85, -2.15], [0.41, 0.44, -0.47], [0.59, 0.18, -0.82], [-0.73, 0.39, 0.30], [-5.14, -2.94, 4.25]],
  "mulliken_charge": [0.28, 0.37, -0.27, 0.89, -0.28, 0.38, -0.22, 0.37, -0.64, -0.44, -0.45]
}

=====

{
  "formula": "CH4N2OS",
  "method": "ωB97M-V with the def2-TZVPD basis set",
  "total_charge": 0,
  "smiles": "ON/C=N\\S",
  "multiplicity": 1,
  "homo_lumo_gap_ev": 8.8,
  "total_energy_ha": -623.29447,
  "homo_energy_ev": -8.20,
  "elements": ["H", "C", "H", "N", "S", "H", "O", "H", "N"],
  "positions_angstrom": [[0.57275, -1.45733, 1.55574], [-0.59614, -0.75785, 0.03729], [-1.26749, -1.71950, -0.16247], [-0.80484, 0.18211, -0.90425], [0.07969, 1.54539, -1.56274], [1.02283, 0.90203, 1.65411], [1.44729, 0.19442, 0.89803], [-0.72617, 1.76831, -2.62172], [0.27209, -0.65758, 1.10602]],
  "forces_ev_per_a": [[0.57, -2.09, 0.81], [-1.05, 2.57, -4.08], [1.51, 2.14, 1.24], [0.41, -2.64, 1.10], [-0.26, -1.17, 1.57], [2.73, -2.18, -3.34], [-3.79, 2.44, 3.89], [-0.14, -0.37, 0.32], [0.03, 1.31, -1.51]],
  "mulliken_charge": [0.24, 0.08, 0.26, -0.37, -0.11, 0.40, -0.42, 0.15, -0.23]
}

=====

{
  "formula": "CH4N2OS",
  "method": "ωB97M-V with the def2-TZVPD basis set",
  "total_charge": 0,
  "multiplicity": 1,
  "homo_lumo_gap_ev": [6.4, 6.4],
  "total_energy_ha": -623.20594,
  "homo_energy_ev": [-8.79, -8.79],
  "elements": ["O", "H", "C", "H", "H", "N", "H", "S", "N"],
  "positions_angstrom": [[-1.37474, -0.75477, 0.44538], [0.75073, -0.41050, 1.13539], [0.73262, -0.17459, 0.10156], [0.70531, 1.87881, 0.66473], [-0.41197, -0.91417, -1.38534], [-0.29231, -1.10330, -0.36499], [1.69140, -0.22161, -0.54407], [-2.28814, 0.49020, -0.01407], [0.48708, 1.20993, -0.03861]],
  "forces_ev_per_a": [[-0.82, -0.99, -0.54], [1.25, -0.70, 1.10], [1.31, 1.86, 0.46], [-0.03, -0.12, 1.42], [-1.01, 0.07, 0.95], [0.75, 0.17, -1.43], [-1.24, -0.89, 1.13], [2.08, 0.85, 0.12], [-2.29, -0.24, -3.19]],
  "mulliken_charge": [-0.15, 0.38, -0.18, 0.19, 0.28, -0.28, 0.28, 0.02, -0.52]
}